9
Properties=species:S:1:pos:R:3:forces:R:3 method="wB97M-V/def2-TZVPD" multiplicity=3 s_squared=2.010 de_lowest_kcal_mol=71.4 lumo_energy_ev="0.85 / -4.91" homo_ha="-0.226 / -0.474" orbital_gap_ha="0.25765 / 0.29405"
H -1.75380 -0.16078 0.40021 -1.181 0.082 0.497
F -0.59096 -1.71364 0.00732 0.104 -0.576 -0.182
F 0.10597 1.71296 -0.34556 -0.047 0.050 1.245
C 0.25035 0.48511 0.17717 2.834 -2.993 -6.711
C -0.94400 -0.43965 -0.23061 0.608 1.325 0.254
H -1.20454 -0.23648 -1.31212 0.522 -0.250 1.017
C 1.55391 -0.08474 -0.09179 -8.051 3.077 0.722
N 2.64046 -0.34018 -0.14020 6.609 -1.877 -0.103
H -0.05738 0.77741 1.53558 -1.398 1.162 3.262

---

9
Properties=species:S:1:pos:R:3:forces:R:3 method="wB97M-V/def2-TZVPD" de_lowest_kcal_mol=71.3 lumo_energy_ev=0.34 homo_ha=-0.361 orbital_gap_ha=0.37340
H -0.95094 0.41476 1.45254 -0.873 0.705 0.542
H -0.16549 0.58763 -1.24777 0.548 -0.881 1.817
C 0.18802 -0.10920 -0.38334 -2.187 3.441 -1.663
H 0.94461 -0.72399 -0.67366 1.770 -2.052 -0.702
F 1.46371 -2.14499 2.35464 -0.177 0.003 -0.552
F 0.12230 -3.01905 0.84133 0.269 0.861 0.724
F -0.63952 -2.22491 2.72545 -0.574 -0.254 0.276
C -0.24578 -0.04506 0.83453 1.569 -4.779 1.115
C 0.25919 -2.05262 1.78399 -0.343 2.954 -1.556

---

10
Properties=species:S:1:pos:R:3:forces:R:3 method="wB97M-V/def2-TZVPD" de_lowest_kcal_mol=127.8 smiles="C=C(F)[C@H](F)OF" lumo_energy_ev=-0.15 homo_ha=-0.396 orbital_gap_ha=0.39012
H -0.84796 -0.63718 1.61031 -2.568 -1.318 2.762
C -0.41390 0.65456 0.25805 1.113 1.549 -4.730
H 0.73703 -1.05997 0.75940 -0.813 0.774 0.175
H -0.01658 1.52785 -2.16446 0.257 0.178 2.372
F 1.68624 3.38033 -1.25797 -0.585 -1.019 -0.018
C 0.48098 1.35094 -1.12120 -1.078 -2.172 0.669
C -0.17235 -0.44037 0.90556 3.965 -0.255 -2.031
O 0.99568 2.38360 -0.42759 0.244 1.242 0.280
F -1.58675 1.24239 0.30922 -0.747 0.942 0.495
F 1.43265 0.40454 -1.41663 0.212 0.079 0.026

---

What did the second record say?
9
Properties=species:S:1:pos:R:3:forces:R:3 method="wB97M-V/def2-TZVPD" de_lowest_kcal_mol=71.3 lumo_energy_ev=0.34 homo_ha=-0.361 orbital_gap_ha=0.37340
H -0.95094 0.41476 1.45254 -0.873 0.705 0.542
H -0.16549 0.58763 -1.24777 0.548 -0.881 1.817
C 0.18802 -0.10920 -0.38334 -2.187 3.441 -1.663
H 0.94461 -0.72399 -0.67366 1.770 -2.052 -0.702
F 1.46371 -2.14499 2.35464 -0.177 0.003 -0.552
F 0.12230 -3.01905 0.84133 0.269 0.861 0.724
F -0.63952 -2.22491 2.72545 -0.574 -0.254 0.276
C -0.24578 -0.04506 0.83453 1.569 -4.779 1.115
C 0.25919 -2.05262 1.78399 -0.343 2.954 -1.556